[1]
20
Properties=species:S:1:pos:R:3:forces:R:3 method="wB97M-V/def2-TZVPD" energy_ha=-402.2576 orbital_gap_ev="10.7 / 7.2" relative_energy_kcal_mol=18.80 homo_ev="-14.82 / -14.83" spin_multiplicity=2 charge=+1 fmax_ha_per_bohr=0.0349
O -2.79242 0.50871 -0.08680 0.3537 -0.1815 0.0985
O -0.08871 -0.67223 -2.88141 -0.0077 0.3822 0.2701
O -0.90665 1.94184 -1.80551 -0.1445 -0.1743 0.2133
N -0.15097 -1.36886 -0.17499 1.1392 -1.3852 -0.0293
C 1.31806 -0.01637 1.13284 0.0934 0.2862 -0.1314
C 0.82538 -1.25907 0.75703 -0.2923 0.1931 0.3377
C 2.03326 0.18519 2.39329 -0.0884 0.0801 -0.0380
H 2.86005 0.88698 2.27475 0.0758 -0.0261 0.0213
H 1.02009 0.85974 0.55859 0.0115 -0.1090 -0.0972
H -1.59443 1.46343 -1.31416 -0.0830 0.3340 0.0781
H 1.13433 -2.13625 1.32175 -0.4351 0.0658 0.3092
H 2.33439 -0.74087 2.86570 0.2160 -0.1262 0.0224
H 0.21157 -1.30229 -1.16424 -0.9160 1.0905 -0.1370
H -1.25254 2.84261 -1.82276 0.1458 -0.0201 -0.1607
H 1.33027 0.68324 3.08076 0.0569 0.0682 -0.0652
H 0.32957 0.11889 -3.26074 0.1726 -0.3425 0.0274
H -0.67194 -2.23352 -0.03580 0.1336 -0.0923 -0.3934
H -2.96934 0.62908 0.85690 -0.0856 0.0837 -0.2365
H -2.05295 -0.11431 -0.11790 -0.2315 -0.0264 0.1839
H -0.91703 -0.27592 -2.57733 -0.1144 -0.1003 -0.2734

***

[2]
21
Properties=species:S:1:pos:R:3:forces:R:3 method="wB97M-V/def2-TZVPD" smiles=N[C@H](CO)CS.O.O energy_ha=-800.7421 orbital_gap_ev=9.4 relative_energy_kcal_mol=15.55 homo_ev=-8.93 charge=0 fmax_ha_per_bohr=0.0298
S -2.66657 -1.31405 0.76894 -0.1871 -0.1023 0.0570
O 1.64248 2.76264 1.60484 -0.1730 0.3131 -0.2388
O -0.77649 2.03107 0.08521 -0.2557 0.3292 0.2169
O 2.14526 -0.37771 -1.02746 -0.0962 -0.0827 0.1385
N 0.27026 -0.92711 1.08453 -0.1869 0.2936 0.4298
C 0.72203 -0.35553 -1.27979 1.4422 0.2677 -0.4398
C -1.50686 -1.22252 -0.60855 -0.0476 0.4595 -0.2019
C -0.00975 -1.25447 -0.29964 0.3757 -0.2823 0.1739
H 0.59345 -0.57605 -2.34603 -0.4773 -0.3688 0.1416
H 2.49564 -1.25270 -1.22777 -0.0925 0.0340 -0.0347
H -1.68380 -0.21772 -0.98965 -0.2724 0.1315 -0.0807
H 0.48256 0.68996 -1.15043 -0.4461 0.0845 0.1742
H -2.37543 -2.54538 1.20394 0.0769 -0.0261 0.0023
H 1.25484 -0.73346 1.22964 -0.0289 -0.0238 -0.2125
H 1.22192 1.97822 1.96725 0.1299 -0.2103 -0.0753
H -0.27099 -0.11954 1.37245 0.0470 0.0205 -0.0016
H -1.69185 2.32628 0.15279 0.0138 -0.0615 -0.0484
H -0.28066 2.68319 0.60211 0.0292 -0.0252 -0.0104
H -1.81567 -1.89531 -1.40814 0.2644 -0.1415 0.1117
H 1.82966 2.56988 0.67574 0.1212 -0.2127 0.2579
H 0.41994 -2.24968 -0.41000 -0.2368 -0.3963 -0.3598

***

[3]
21
Properties=species:S:1:pos:R:3:forces:R:3 method="wB97M-V/def2-TZVPD" energy_ha=-477.5354 orbital_gap_ev=4.1 relative_energy_kcal_mol=202.10 homo_ev=-8.90 charge=0 fmax_ha_per_bohr=0.0434
O 0.81983 -0.21940 2.05117 0.3522 -0.1442 0.1766
O -1.16714 0.51522 0.83413 0.6462 -0.6165 -1.2248
O 2.53983 -0.73351 0.40752 0.1438 -0.0094 0.3571
O 0.35246 -1.39598 -0.64898 -1.3544 -0.3335 -0.5006
N 0.99823 1.60317 -0.44801 -1.3787 -0.6013 0.3819
C 0.42643 1.60802 -1.78275 -0.6642 -0.4505 0.1857
C -2.24606 -0.03284 0.53530 -0.8149 1.4168 1.5226
C -2.53424 -1.30490 0.03202 0.5287 -0.7154 -0.5333
H -3.49878 -1.67427 0.33706 -0.3518 -0.0480 -0.1513
H 1.66133 -0.53811 1.45180 -0.0525 0.2318 -0.0629
H -3.12227 0.52464 0.90394 -0.2840 -0.2935 -0.1938
H 0.83485 -0.76774 2.83914 -0.0902 -0.0615 0.1644
H 3.46592 -0.84636 0.64278 -0.1511 -0.0146 -0.0514
H -0.05742 0.64157 -1.97779 0.3457 -0.0178 -0.2054
H -0.39654 2.32612 -1.84286 0.4531 0.3143 -0.1142
H 1.20622 0.67055 -0.07017 0.7718 0.4690 -0.4928
H -0.14620 -0.82156 -0.05156 0.4912 -0.0250 0.1615
H 1.26217 -1.37387 -0.30073 0.7811 -0.1632 0.1615
H -1.93505 -1.98690 -0.57970 0.3201 0.5694 0.2888
H 1.17840 1.78182 -2.54893 0.0181 0.1030 -0.0515
H 0.35806 2.02434 0.21662 0.2897 0.3903 0.1819

***

[4]
21
Properties=species:S:1:pos:R:3:forces:R:3 method="wB97M-V/def2-TZVPD" smiles="CN(C)C=O.O.O.O" energy_ha=-477.7988 orbital_gap_ev=9.9 relative_energy_kcal_mol=36.85 homo_ev=-9.57 charge=0 fmax_ha_per_bohr=0.0321
O -0.96663 -0.17219 3.83723 0.2582 -0.4063 0.3087
O -1.46144 2.40639 1.16116 -0.5243 0.4340 0.3258
O 3.12459 0.81889 -2.37077 0.5930 -0.3056 -0.5638
O 1.98238 -1.88984 -1.34827 0.3932 -0.1828 0.0049
N -1.31720 0.32443 0.23543 -0.2160 -0.0031 -0.2996
C -1.58321 -0.32811 -1.04592 -0.8128 0.5420 -0.2406
C -1.91748 1.56791 0.42885 1.1255 -1.1618 -0.3328
C 0.04517 0.13923 0.74362 -0.6213 0.1177 1.5248
H -2.81580 1.66630 -0.20676 -0.0258 0.2331 0.2729
H 2.85188 -0.08590 -2.18119 -0.3564 -0.0442 0.3029
H 3.81745 0.68198 -3.04088 -0.3465 0.3535 0.3350
H 0.80552 0.31660 -0.02291 -0.0747 0.0214 0.1989
H -1.56879 -0.37326 3.11608 -0.0716 0.3873 -0.0308
H -0.89534 0.78114 3.93182 -0.2554 0.0509 -0.2829
H 0.12348 0.79704 1.61730 0.3987 0.4151 -0.6735
H 2.80800 -2.35736 -1.53621 -0.1890 0.0152 -0.0740
H -2.02128 -1.33674 -1.02571 0.6763 0.0235 0.5116
H 1.82023 -2.10521 -0.42285 -0.1333 0.1553 0.0118
H -2.38063 0.23861 -1.57422 0.7238 -0.0625 0.0862
H 0.18118 -0.81105 1.28630 -0.1603 -0.2239 -0.8932
H -0.63210 -0.27886 -1.58212 -0.3812 -0.3589 -0.4924